(1)
Here is a cluster of 6 separate species, C35H38NO3 in total at a distorted geometry from the OMol25 dataset. Energies are from the ωB97M-V functional and the def2-TZVPD basis.

Structure (XYZ):
```
77
Properties=species:S:1:pos:R:3:forces:R:3:lowdin_charge:R:1
O 6.754 -3.636 -4.820 -0.63 -1.03 -0.55 -0.0822
C 5.967 -2.826 -5.328 0.82 2.49 0.91 -0.7244
O 6.099 -1.550 -5.185 -1.06 -1.43 -0.87 -0.1590
C 4.716 -3.292 -6.189 0.84 -0.22 -0.48 -0.1691
N 4.036 -4.459 -5.606 -0.05 0.43 0.80 -0.1010
C 2.921 -4.105 -4.742 -2.10 0.16 -2.74 -0.1496
C 1.714 -3.598 -5.773 -0.18 1.44 2.80 -0.2362
C 1.098 -2.133 -5.424 1.90 -4.83 -1.40 -0.0419
O 0.384 -3.466 -5.188 2.04 2.03 -1.48 -0.1649
H 5.089 -3.606 -7.202 -0.14 0.33 0.85 0.1141
H 4.070 -2.395 -6.351 0.23 -0.64 0.23 0.0970
H 3.751 -5.148 -6.294 0.05 0.25 0.18 0.0905
H 3.103 -3.220 -4.098 0.36 -0.93 -0.19 0.1164
H 2.500 -4.983 -4.201 0.53 0.61 -0.11 0.1072
H 1.818 -3.875 -6.876 -0.41 0.21 1.59 0.1412
H 1.157 -1.811 -6.479 -1.20 0.99 1.05 0.0955
H 1.672 -1.759 -4.563 -0.86 0.27 -0.63 0.0986
C -0.841 -5.141 -2.580 0.02 -0.04 0.09 -0.1020
C -1.273 -5.799 -1.434 -0.03 0.00 -0.03 -0.1040
C -2.361 -6.662 -1.496 0.00 0.00 -0.01 -0.1059
C -3.010 -6.874 -2.706 0.00 0.02 -0.01 -0.1081
C -2.575 -6.218 -3.852 0.01 -0.01 0.15 -0.0933
C -1.492 -5.348 -3.788 -0.14 -0.10 -0.11 -0.0830
H 0.006 -4.465 -2.531 -0.03 -0.02 -0.08 0.1019
H -0.762 -5.638 -0.491 -0.02 -0.01 -0.03 0.0982
H -2.702 -7.169 -0.601 0.02 0.01 -0.03 0.0951
H -3.856 -7.551 -2.755 0.03 0.02 0.01 0.0940
H -3.080 -6.385 -4.796 0.02 0.01 0.03 0.0972
H -1.156 -4.834 -4.678 0.01 -0.01 0.09 0.0807
C -2.239 -2.073 -1.040 -0.05 -0.01 -0.04 -0.0793
C -1.266 -1.974 -0.054 0.00 0.01 0.01 -0.0864
C -1.322 -0.944 0.878 -0.04 0.01 -0.01 -0.0974
C -2.358 -0.019 0.829 0.02 0.01 0.01 -0.1101
C -3.333 -0.120 -0.155 0.00 0.00 -0.02 -0.1021
C -3.272 -1.144 -1.092 0.04 0.02 0.06 -0.0908
H -2.192 -2.873 -1.768 0.01 0.03 0.03 0.0888
H -0.462 -2.699 -0.012 -0.02 0.03 -0.03 0.0992
H -0.559 -0.864 1.644 -0.02 -0.01 -0.03 0.0952
H -2.405 0.781 1.559 -0.02 -0.03 -0.02 0.0866
H -4.142 0.601 -0.192 0.03 -0.02 0.00 0.0963
H -4.029 -1.220 -1.864 0.03 -0.01 0.02 0.1004
C -0.139 3.072 4.668 0.01 0.02 -0.01 -0.0946
C -0.298 2.338 3.499 -0.02 0.00 0.00 -0.0910
C -0.334 2.986 2.271 0.00 0.01 0.00 -0.0930
C -0.201 4.368 2.211 0.00 0.02 0.00 -0.0869
C -0.039 5.102 3.379 -0.01 -0.01 0.02 -0.0936
C -0.012 4.455 4.608 0.01 -0.04 -0.03 -0.1000
H -0.115 2.567 5.627 -0.02 0.02 -0.03 0.0837
H -0.395 1.259 3.546 0.00 0.04 0.00 0.0963
H -0.464 2.414 1.360 0.03 0.00 0.03 0.0889
H -0.225 4.872 1.252 -0.01 -0.02 0.03 0.0919
H 0.066 6.179 3.331 -0.01 -0.04 0.00 0.1003
H 0.109 5.028 5.520 -0.01 -0.01 -0.03 0.0931
C -0.387 5.081 -2.037 -0.02 0.01 0.02 -0.0968
C -0.569 6.186 -2.858 -0.01 0.01 0.00 -0.0972
C -1.840 6.509 -3.317 -0.01 -0.02 0.03 -0.1014
C -2.931 5.732 -2.946 0.04 0.00 0.01 -0.1009
C -2.749 4.629 -2.121 -0.01 0.01 0.00 -0.0950
C -1.477 4.301 -1.670 0.01 0.03 0.02 -0.0968
H 0.605 4.826 -1.682 -0.03 0.00 -0.03 0.1030
H 0.281 6.795 -3.143 -0.03 -0.04 0.00 0.0999
H -1.981 7.367 -3.964 0.01 -0.03 0.03 0.0977
H -3.923 5.987 -3.300 0.04 -0.02 0.01 0.0977
H -3.600 4.024 -1.830 0.04 0.01 -0.02 0.0988
H -1.335 3.437 -1.031 -0.01 0.01 -0.04 0.0937
C 1.346 1.934 10.888 0.00 0.02 -0.02 -0.1000
C 1.187 1.200 9.720 -0.01 0.00 0.00 -0.0962
C 1.152 1.848 8.491 0.00 0.03 0.02 -0.0949
C 1.285 3.230 8.431 -0.02 -0.01 0.01 -0.0929
C 1.447 3.963 9.600 -0.01 -0.01 0.00 -0.0958
C 1.474 3.316 10.829 0.00 -0.02 -0.03 -0.1003
H 1.371 1.429 11.847 0.00 0.02 -0.04 0.0987
H 1.091 0.122 9.766 0.00 0.05 0.00 0.1004
H 1.021 1.276 7.580 0.03 0.01 0.03 0.0964
H 1.262 3.735 7.472 0.02 -0.02 0.03 0.0855
H 1.553 5.041 9.552 -0.01 -0.04 0.00 0.0998
H 1.596 3.889 11.740 0.00 -0.02 -0.03 0.0984
```
Forces are in eV/Å.

- HOMO: -3.837 eV
- 2S+1: 1
- Orbital gap: 5.8 eV
- Total charge: -1

(2)
Here is a cluster of 2 separate species, C3H10N2O in total at a distorted geometry from the OMol25 dataset. Energies are from the ωB97M-V functional and the def2-TZVPD basis.

Structure (XYZ):
```
16
Properties=species:S:1:pos:R:3:forces:R:3:mulliken_spin:R:1
C -0.704 1.703 -0.007 -0.05 1.72 2.62 0.0624
C -1.281 0.407 -0.675 3.56 0.47 0.36 0.0287
N -1.367 0.574 -2.144 -1.71 -4.14 2.34 0.8523
H -1.330 2.211 0.808 0.00 -1.13 -1.43 -0.0052
H 0.210 1.556 0.637 -0.58 -0.70 -1.17 0.0086
H -0.454 2.553 -0.653 -0.16 -0.63 -0.42 -0.0010
H -0.633 -0.486 -0.366 -0.53 1.26 -1.07 -0.0042
H -2.202 0.082 -0.249 -1.66 0.36 -0.05 0.0672
H -1.125 -0.407 -2.509 -0.02 2.15 -0.66 -0.0070
H -2.295 0.935 -2.440 1.03 0.56 -0.49 -0.0019
C 1.739 -1.989 1.759 -0.85 0.87 -2.21 0.0000
N 1.997 -0.993 0.777 -1.59 -1.92 1.70 0.0002
O 0.841 -2.783 1.557 0.77 0.47 0.88 0.0001
H 2.394 -1.897 2.659 -0.37 -0.32 -0.49 0.0000
H 1.377 -0.968 -0.034 1.01 -0.12 0.46 -0.0003
H 2.832 -0.499 0.879 1.15 1.10 -0.41 0.0000
```
Forces are in eV/Å.

- HOMO (spin up / spin down): -13.177 / -13.176 eV
- Energy above the lowest of the compared OMol25 structures with the same formula, charge and spin: 297.8 kJ/mol
- 2S+1: 2
- Orbital gap (spin up / spin down): 9.2 / 3.6 eV
- Total charge: +1
- <S²>: 0.754

(3)
Here is a cluster of 2 separate species, C4H10N in total at a distorted geometry from the OMol25 dataset. Energies are from the ωB97M-V functional and the def2-TZVPD basis.

Structure (XYZ):
```
15
Properties=species:S:1:pos:R:3:forces:R:3:mulliken_spin:R:1
C 3.537 4.179 3.821 0.12 -0.73 -2.74 0.0000
C 3.465 2.854 3.620 -0.20 -1.05 0.01 0.0000
H 3.514 4.915 2.957 -0.16 -1.14 1.07 0.0000
H 3.755 4.615 4.747 0.09 0.34 1.35 0.0000
H 3.301 2.320 2.645 0.14 1.22 0.70 0.0000
H 3.537 2.057 4.411 0.02 1.35 -0.38 0.0000
C -2.989 -2.074 -1.597 1.12 -1.27 0.57 0.0089
C -1.878 -2.568 -3.637 0.03 -0.67 -4.76 0.7345
N -1.721 -2.362 -2.316 -0.95 -0.11 1.04 0.2315
H -2.786 -2.261 -0.533 -0.28 0.31 -0.19 0.0044
H -3.835 -2.785 -1.883 1.16 1.09 0.02 0.0040
H -3.194 -1.022 -1.765 -0.64 0.02 0.05 -0.0042
H -2.864 -2.692 -4.274 1.70 0.37 2.38 0.0211
H -1.014 -2.615 -4.365 -0.74 0.10 1.47 0.0103
H -0.826 -2.562 -1.832 -1.41 0.16 -0.59 -0.0104
```
Forces are in eV/Å.

- HOMO (spin up / spin down): -5.844 / -10.202 eV
- Energy above the lowest of the compared OMol25 structures with the same formula, charge and spin: 153.0 kJ/mol
- 2S+1: 2
- Orbital gap (spin up / spin down): 7.1 / 11.4 eV
- <S²>: 0.754

(4)
Here is an isolated molecule of C16H16F3N3O3 from the OMol25 dataset. Energies are from the ωB97M-V functional and the def2-TZVPD basis.

Structure (XYZ):
```
41
Properties=species:S:1:pos:R:3:forces:R:3:nbo_charge:R:1
O -0.173 -2.872 -2.166 -0.34 -0.18 -0.35 -0.5999
C 0.482 -2.038 -1.588 0.19 0.41 0.18 0.6708
N 1.497 -2.333 -0.743 0.45 -0.14 0.29 -0.6364
C 1.894 -3.693 -0.506 0.14 -0.21 -0.21 -0.3145
C 3.299 -3.952 -1.046 -0.15 -0.07 0.03 0.9663
F 3.414 -3.660 -2.345 -0.16 0.08 -0.22 -0.3213
F 3.654 -5.236 -0.896 -0.15 -0.22 0.11 -0.3255
F 4.225 -3.221 -0.406 0.06 0.27 0.23 -0.3306
H 1.898 -3.935 0.561 0.00 -0.02 -0.16 0.2188
H 1.194 -4.345 -1.041 0.19 0.07 0.18 0.2608
H 1.977 -1.582 -0.249 -0.20 -0.09 -0.14 0.4426
C 0.256 -0.529 -1.758 0.00 -0.14 -0.30 -0.3169
N -0.195 0.122 -0.548 0.20 -0.13 -0.08 -0.4775
C -1.454 0.647 -0.397 -0.09 0.01 0.09 0.7167
O -2.341 0.599 -1.203 -0.13 0.04 0.00 -0.5574
C -1.494 1.294 0.991 -0.33 -0.03 0.12 0.0048
N -0.155 1.005 1.471 -0.12 0.09 0.26 -0.6120
C 0.608 0.362 0.570 -0.04 -0.06 0.03 0.8048
O 1.766 0.027 0.683 0.44 0.08 -0.01 -0.6458
H 0.215 1.363 2.334 0.11 -0.02 -0.08 0.4256
C -1.702 2.790 0.861 -0.06 0.14 -0.01 -0.0627
C -0.872 3.493 -0.007 -0.08 0.13 0.05 -0.1296
C -1.008 4.858 -0.166 0.12 -0.09 -0.10 -0.2286
C -1.980 5.537 0.551 -0.09 0.03 0.07 -0.1947
C -2.796 4.844 1.424 0.05 0.07 -0.06 -0.1931
C -2.670 3.470 1.595 0.04 -0.03 -0.07 -0.0014
C -3.575 2.753 2.554 0.04 -0.14 0.15 -0.4252
C -2.950 1.451 3.040 -0.20 -0.02 -0.20 -0.3926
C -2.573 0.603 1.834 0.01 0.06 0.04 -0.3880
H -2.204 -0.377 2.142 -0.01 0.00 -0.10 0.2220
H -3.450 0.456 1.201 -0.03 -0.02 0.00 0.2289
H -3.658 0.907 3.667 0.07 0.00 0.06 0.2210
H -2.063 1.666 3.640 0.03 0.00 0.12 0.1927
H -3.805 3.406 3.398 -0.04 0.01 -0.05 0.2198
H -4.518 2.530 2.045 -0.05 -0.01 0.07 0.2195
H -3.548 5.373 1.991 -0.08 0.06 0.07 0.2108
H -2.096 6.603 0.432 -0.01 0.10 -0.01 0.2168
H -0.360 5.389 -0.846 0.06 0.05 -0.07 0.2173
H -0.113 2.963 -0.565 0.10 -0.04 -0.08 0.1995
H 1.192 -0.068 -2.090 -0.11 -0.01 0.01 0.2285
H -0.527 -0.382 -2.507 0.17 -0.05 0.12 0.2656
```
Forces are in eV/Å.

- HOMO: -9.625 eV
- SMILES: O=C(CN1C(=O)N[C@]2(CCCc3ccccc32)C1=O)NCC(F)(F)F
- Energy above the lowest of the compared OMol25 structures with the same formula, charge and spin: 0.0 kJ/mol
- 2S+1: 1
- Orbital gap: 10.2 eV

(5)
Here is a structure of composition C12H8FN3OS2 from the OMol25 dataset. Energies are from the ωB97M-V functional and the def2-TZVPD basis.

Structure (XYZ):
```
27
Properties=species:S:1:pos:R:3:forces:R:3:nbo_charge:R:1
C 1.071 -2.839 1.699 0.16 0.16 0.12 -0.1998
C 0.302 -1.987 1.348 0.10 -0.41 -0.59 -0.0422
C -0.570 -1.123 0.619 -0.17 0.63 0.08 -0.0856
C 0.021 -0.192 -0.327 0.34 -0.34 -0.06 -0.0140
C 1.526 -0.171 -0.419 0.17 0.41 0.37 -0.4325
C 2.101 0.633 0.778 -0.52 -0.14 -0.10 -0.4310
C 2.200 2.118 0.472 0.04 -0.08 0.20 0.0504
F 1.918 2.851 1.627 0.16 0.02 0.02 -0.3744
C -0.759 0.627 -1.076 0.27 0.36 -0.15 0.1834
N -0.185 1.541 -2.039 -0.23 -0.44 -0.16 -0.5802
C 0.112 1.020 -3.103 -0.12 -0.19 0.15 0.8948
O 0.408 0.504 -4.097 0.11 0.35 -0.17 -0.4729
C -2.174 0.591 -0.923 0.86 -0.10 0.15 0.0777
N -3.057 1.319 -1.584 -0.78 -0.09 0.07 -0.5899
S -4.504 0.861 -1.005 0.37 0.26 -0.18 0.9663
N -4.056 -0.226 0.071 -0.27 -0.28 0.17 -0.5943
C -2.727 -0.310 0.029 -0.64 0.42 -0.27 0.0641
C -1.924 -1.174 0.808 0.43 -0.59 0.57 -0.1349
S -2.726 -2.231 1.949 -0.55 -0.01 0.02 0.0876
H 1.822 -3.545 1.955 -0.06 -0.08 0.23 0.2453
H 1.914 -1.184 -0.393 -0.04 -0.10 -0.06 0.2376
H 1.853 0.293 -1.345 0.03 -0.08 -0.13 0.2173
H 3.042 0.215 1.128 0.11 0.06 -0.07 0.2146
H 1.388 0.544 1.598 0.10 -0.05 0.17 0.2240
H 1.472 2.427 -0.275 -0.02 -0.02 -0.09 0.1748
H 3.206 2.389 0.152 -0.01 0.11 -0.10 0.1642
H -1.671 -2.952 2.353 0.18 0.20 -0.17 0.1497
```
Forces are in eV/Å.

- HOMO: -8.503 eV
- 2S+1: 1
- Orbital gap: 7.5 eV

(6)
Here is a cluster of 2 separate species, C4H12 in total at a distorted geometry from the OMol25 dataset. Energies are from the ωB97M-V functional and the def2-TZVPD basis.

Structure (XYZ):
```
16
Properties=species:S:1:pos:R:3:forces:R:3:nbo_charge:R:1
C 1.944 -1.206 -0.407 -1.71 -0.20 -0.05 -0.6434
C 1.637 0.269 -0.289 -2.24 2.12 1.76 -0.6213
H 1.226 -1.433 -1.414 2.60 -0.86 3.05 0.2233
H 3.009 -1.442 -0.368 0.02 0.09 -1.33 0.2180
H 1.718 -1.660 0.616 -0.93 -0.09 -1.75 0.2180
H 0.684 0.478 -0.886 1.54 0.16 0.84 0.2009
H 2.388 0.987 -0.538 0.74 0.14 -0.97 0.2106
H 1.392 0.691 0.778 0.33 -1.27 -1.62 0.1954
C -1.608 0.138 0.993 1.91 -1.41 -0.36 -0.6160
C -1.945 0.712 -0.414 0.51 -1.61 0.02 -0.6156
H -1.918 -0.938 1.184 -0.19 1.34 -0.53 0.2043
H -0.479 0.059 1.182 -1.63 0.48 -0.37 0.2045
H -2.017 0.771 1.744 -0.40 0.35 0.80 0.2012
H -1.697 1.767 -0.491 0.30 0.06 0.11 0.2058
H -3.070 0.677 -0.506 1.28 -0.42 -0.67 0.2131
H -1.264 0.129 -1.184 -2.14 1.12 1.06 0.2011
```
Forces are in eV/Å.

- HOMO: -10.989 eV
- SMILES: CC.CC
- Energy above the lowest of the compared OMol25 structures with the same formula, charge and spin: 168.6 kJ/mol
- 2S+1: 1
- Orbital gap: 12.1 eV

(7)
Here is a cluster of 2 separate species, C2H4O2PS in total at a distorted geometry from the OMol25 dataset. Energies are from the ωB97M-V functional and the def2-TZVPD basis.

Structure (XYZ):
```
10
Properties=species:S:1:pos:R:3:forces:R:3:mulliken_spin:R:1
C -0.146 -1.726 0.237 -1.87 2.73 -2.87 -0.1281
C -0.112 -0.562 0.839 -0.51 -4.01 -2.39 0.7186
O 1.000 1.792 1.153 2.01 0.99 -1.78 0.0918
O 0.271 0.663 -2.037 -3.97 -1.31 -5.77 0.0015
P -0.004 0.858 1.675 -1.16 2.85 4.47 0.8464
S -1.800 1.664 2.065 -0.13 -0.78 -0.34 0.3045
H -0.598 -1.756 -0.864 1.25 -0.08 1.94 0.1023
H -0.043 -2.650 0.693 0.40 -1.80 1.01 0.0551
H 0.514 0.664 -1.206 2.12 0.28 6.86 0.0068
H 0.919 1.052 -2.555 1.86 1.14 -1.14 0.0011
```
Forces are in eV/Å.

- HOMO (spin up / spin down): -1.769 / -4.082 eV
- Energy above the lowest of the compared OMol25 structures with the same formula, charge and spin: 91.2 kJ/mol
- 2S+1: 3
- Orbital gap (spin up / spin down): 5.6 / 6.6 eV
- Total charge: -1
- <S²>: 2.017

(8)
Here is a cluster of 5 separate species, C16H30F2N4Si in total at a distorted geometry from the OMol25 dataset. Energies are from the ωB97M-V functional and the def2-TZVPD basis.

Structure (XYZ):
```
53
Properties=species:S:1:pos:R:3:forces:R:3:nbo_charge:R:1
F 2.655 -1.265 -7.190 0.37 1.01 2.51 -0.6588
Si 2.890 -0.768 -5.584 0.95 0.97 -1.68 1.7877
F 3.821 0.642 -5.549 -1.42 -2.26 -0.27 -0.6539
H 1.606 -0.440 -4.955 -0.03 0.12 -0.40 -0.2583
H 3.573 -1.861 -4.885 0.17 0.18 -0.28 -0.2195
C -0.388 -0.860 0.072 0.08 0.00 0.00 -0.6126
C -0.757 -0.474 -1.355 -0.08 0.17 0.42 -0.3852
C -0.363 -1.533 -2.386 -0.25 0.25 -0.09 -0.5171
C 1.089 -1.698 -2.491 -0.06 -0.20 0.04 0.3142
N 2.227 -1.829 -2.571 -0.13 0.05 0.08 -0.3671
H 0.694 -0.950 0.195 -0.03 -0.03 -0.01 0.2095
H -0.739 -0.099 0.770 0.02 -0.07 0.00 0.2214
H -0.846 -1.812 0.351 0.02 0.03 0.04 0.2078
H -0.290 0.484 -1.601 -0.04 -0.09 -0.11 0.2109
H -1.838 -0.324 -1.408 0.07 -0.02 -0.16 0.2256
H -0.756 -1.237 -3.363 0.16 -0.09 -0.04 0.2475
H -0.827 -2.490 -2.134 0.18 -0.02 -0.01 0.2461
C 3.034 -2.109 3.809 -0.02 -0.03 -0.05 -0.6123
C 2.351 -0.747 3.805 0.30 -0.20 -0.18 -0.3799
C 1.147 -0.675 4.747 0.15 0.31 -0.08 -0.5120
C 0.056 -1.556 4.324 -0.07 -0.03 0.13 0.2924
N -0.796 -2.249 3.988 0.11 0.07 -0.01 -0.3373
H 2.368 -2.892 3.440 0.01 0.03 0.05 0.2147
H 3.914 -2.091 3.164 -0.04 -0.03 0.04 0.2195
H 3.359 -2.382 4.817 -0.01 -0.02 -0.03 0.1992
H 2.045 -0.500 2.785 -0.04 0.10 0.12 0.2208
H 3.078 0.010 4.110 -0.15 0.06 0.00 0.2076
H 0.779 0.354 4.774 -0.14 -0.10 0.00 0.2462
H 1.453 -0.927 5.766 -0.11 -0.11 -0.06 0.2407
C -3.444 -2.697 -4.591 -0.02 -0.03 0.06 -0.6128
C -4.681 -1.975 -5.112 0.13 -0.33 0.07 -0.3792
C -4.497 -0.459 -5.208 -0.27 -0.13 -0.18 -0.5131
C -4.319 0.166 -3.894 0.10 0.11 -0.08 0.2917
N -4.178 0.655 -2.864 0.01 -0.12 -0.08 -0.3375
H -3.210 -2.398 -3.566 -0.01 0.02 -0.04 0.2088
H -3.610 -3.775 -4.592 0.06 0.05 0.01 0.2211
H -2.574 -2.487 -5.218 -0.01 -0.02 0.02 0.2027
H -5.533 -2.210 -4.469 0.01 0.11 -0.07 0.2116
H -4.917 -2.361 -6.107 -0.05 0.14 0.02 0.2107
H -5.377 -0.024 -5.688 0.07 0.12 0.12 0.2525
H -3.641 -0.225 -5.846 0.02 0.06 0.15 0.2448
C -0.089 4.240 4.666 -0.02 -0.09 0.02 -0.6135
C 1.372 4.185 5.099 -0.36 -0.01 0.12 -0.3770
C 2.347 4.508 3.965 0.15 0.03 0.33 -0.5131
C 2.313 3.504 2.899 0.03 0.14 -0.09 0.2896
N 2.281 2.719 2.061 -0.04 -0.03 0.12 -0.3343
H -0.311 3.484 3.910 0.02 0.07 -0.01 0.2149
H -0.742 4.055 5.521 0.00 0.02 -0.06 0.2180
H -0.339 5.221 4.256 -0.01 -0.04 0.00 0.2060
H 1.589 3.195 5.511 0.10 0.07 -0.04 0.2037
H 1.525 4.906 5.906 0.13 -0.04 -0.07 0.2102
H 3.361 4.557 4.370 0.01 -0.05 -0.17 0.2505
H 2.125 5.495 3.550 -0.02 -0.12 -0.11 0.2462
```
Forces are in eV/Å.

- HOMO: -11.495 eV
- SMILES: F[SiH2]F.CCCC#N.CCCC#N.CCCC#N.CCCC#N
- 2S+1: 1
- Orbital gap: 12.1 eV